Record 1
Entry from the Open Molecules 2025 dataset: a molecular structure, C24H35N10O2ReS (ωB97M-V/def2-TZVPD).

Its total charge is +3. Its expectation value of S² is 0.755. Its multiplicity is 2. For the largest force on an atom, the calculation gives 0.81 eV/Å. Its relative energy (zero: lowest compared OMol25 entry of this formula, charge and spin) is 94.7 kJ/mol. As for the HOMO energy (alpha / beta): -15.77 / -15.77 eV.

Geometry as XYZ:
```
73
Properties=species:S:1:pos:R:3:lowdin_charge:R:1
Re 0.7363 -1.1156 1.3549 1.42
N 0.3074 -2.6139 -0.1882 -0.05
C -1.1485 -2.7199 -0.5786 -0.13
C -1.9614 -1.6582 0.1362 -0.14
N -1.4296 -1.4611 1.5331 -0.24
C -1.7928 -2.6942 2.3313 -0.12
C -0.7481 -3.0101 3.3610 -0.16
N 0.5523 -2.9602 2.6443 -0.11
C -2.1168 -0.2532 2.1195 -0.13
C -1.2812 0.3305 3.2216 -0.14
N 0.0941 0.5275 2.6741 -0.12
H 0.8392 -2.2756 -1.0061 0.05
H 0.6607 -3.5484 -0.0029 0.12
H -1.4865 -3.7272 -0.3511 0.13
H -1.2470 -2.5943 -1.6557 0.14
H -3.0156 -1.9384 0.1860 0.16
H -1.9044 -0.7065 -0.3856 0.09
H -1.8594 -3.5366 1.6449 0.12
H -2.7826 -2.5630 2.7648 0.15
H -0.9281 -3.9971 3.7871 0.15
H -0.7095 -2.3005 4.1823 0.12
H 0.6644 -3.8257 2.1200 0.11
H 1.2971 -2.9806 3.3331 0.05
H -3.1113 -0.5320 2.4663 0.15
H -2.2328 0.4777 1.3237 0.12
H -1.2274 -0.2996 4.1050 0.12
H -1.6969 1.2909 3.5277 0.15
H 0.7047 0.8054 3.4355 0.06
H 0.0104 1.3389 2.0376 0.05
C 5.5898 -2.1757 -0.6896 0.04
C 5.1337 -2.0086 0.7093 -0.26
N 5.7992 -2.2799 1.7874 0.19
N 4.9738 -1.9565 2.8295 0.11
C 3.8137 -1.4959 2.4189 -0.62
S 2.4080 -0.8273 3.1441 0.84
N 3.8786 -1.5362 1.0915 -0.06
N 2.7939 -0.9924 0.3957 0.01
H 6.6477 -2.4281 -0.6788 0.11
H 5.4549 -1.2548 -1.2596 0.10
H 5.0469 -2.9832 -1.1848 0.10
H 5.3117 -2.0589 3.7787 0.20
H 2.6849 -1.3672 -0.5669 0.11
H 2.9643 0.0069 0.2634 0.15
O 1.4699 -1.0407 -1.9441 -0.01
C 0.7957 -0.0567 -1.5848 -0.50
N 0.2862 0.8601 -2.3819 0.21
C -0.5517 1.8436 -1.6968 -0.25
C -0.2671 1.4428 -0.2606 -0.36
O -0.6173 2.0466 0.7275 0.08
N 0.4252 0.2077 -0.2261 0.00
C -2.0480 1.5300 -1.8814 -0.17
C -2.4824 0.4132 -2.5874 -0.05
C -3.8458 0.1585 -2.7154 -0.06
C -4.7685 1.0092 -2.1294 -0.05
C -4.3322 2.1262 -1.4248 -0.03
C -2.9771 2.3906 -1.3033 -0.01
C -0.1715 3.2600 -2.1005 -0.16
C 0.3789 4.1897 -1.2291 -0.02
C 0.7080 5.4586 -1.6956 -0.05
C 0.4933 5.7960 -3.0202 -0.04
C -0.0624 4.8662 -3.8911 -0.04
C -0.3990 3.6053 -3.4308 -0.03
H 0.4550 0.8621 -3.3782 0.19
H -1.7765 -0.2443 -3.0825 0.11
H -4.1824 -0.6892 -3.2989 0.12
H -5.8280 0.8216 -2.2439 0.12
H -5.0522 2.8068 -0.9891 0.12
H -2.6415 3.2785 -0.7803 0.13
H 0.5393 3.9565 -0.1864 0.10
H 1.1302 6.1851 -1.0141 0.12
H 0.7489 6.7846 -3.3765 0.12
H -0.2439 5.1288 -4.9247 0.12
H -0.8710 2.9013 -4.1106 0.13
```

---

Record 2
Entry from the Open Molecules 2025 dataset: a single C24H35N3O6 molecule (ωB97M-V/def2-TZVPD).

Its SMILES is CCOc1cc2[nH]c(=O)n(C[C@H]3CC[C@H](C(=O)NCCCOC)CC3)c(=O)c2cc1OCC. For the largest force on an atom, the calculation gives 0.80 eV/Å. Its relative energy (zero: lowest compared OMol25 entry of this formula, charge and spin) is 19.9 kJ/mol. As for the HOMO energy: -8.33 eV.

Geometry as XYZ:
```
68
Properties=species:S:1:pos:R:3:lowdin_charge:R:1
C 4.8109 -3.4591 0.1188 -0.05
C 5.0767 -2.7482 -1.2028 -0.22
O 4.3304 -1.5472 -1.3303 -0.02
C 2.9834 -1.5281 -1.4513 -0.17
C 2.4187 -0.2855 -1.1866 0.07
C 1.0529 -0.0672 -1.2874 -0.17
C 0.2207 -1.1196 -1.6654 -0.06
C 0.7787 -2.3681 -1.9456 0.07
C 2.1379 -2.5955 -1.8570 -0.18
O 2.7149 -3.7968 -2.1530 -0.09
C 1.8884 -4.8894 -2.5106 -0.25
C 2.7952 -6.0895 -2.7341 -0.06
H 2.1983 -6.9537 -3.0098 0.08
H 3.3495 -6.3139 -1.8265 0.08
H 3.5037 -5.8786 -3.5306 0.08
H 1.3327 -4.6562 -3.4282 0.13
H 1.1707 -5.0980 -1.7061 0.13
H 0.0939 -3.1434 -2.2475 0.12
C -1.2206 -0.9190 -1.7672 -0.37
O -2.0114 -1.7833 -2.0861 0.10
N -1.6610 0.3679 -1.4665 0.08
C -0.8402 1.4401 -1.1764 -0.46
O -1.2525 2.5779 -1.0434 0.06
N 0.4901 1.1624 -1.0387 0.20
H 1.0800 1.9227 -0.7184 0.16
C -3.1027 0.5813 -1.5018 -0.08
H -3.4692 0.1328 -2.4292 0.13
H -3.2598 1.6578 -1.5546 0.12
C -3.8690 -0.0560 -0.3103 -0.27
C -5.0291 0.8401 0.1749 -0.14
C -4.6522 1.7155 1.3835 -0.13
H -4.8389 1.1907 2.3209 0.12
H -5.2595 2.6213 1.3885 0.12
C -3.1737 2.0670 1.2856 -0.24
C -2.6531 3.1454 2.2245 -0.47
O -2.8751 3.1939 3.4177 0.07
N -1.8487 4.0202 1.5755 0.07
H -1.6582 3.8513 0.5956 0.11
C -0.9208 4.9068 2.2336 -0.17
C 0.5134 4.5339 1.8471 -0.14
C 0.9009 3.1579 2.3834 -0.22
O 1.8818 2.5794 1.5405 -0.21
C 2.3888 1.3764 2.0582 -0.12
H 3.1767 1.0435 1.3860 0.08
H 2.8078 1.5235 3.0607 0.09
H 1.6082 0.6066 2.1162 0.09
H 1.2913 3.2389 3.4078 0.13
H 0.0175 2.5029 2.4146 0.11
H 1.2092 5.2892 2.2115 0.11
H 0.5877 4.5044 0.7577 0.11
H -1.1222 5.9419 1.9372 0.12
H -1.0815 4.8090 3.3101 0.12
C -2.3528 0.7994 1.5591 -0.12
C -2.9906 -0.4219 0.8904 -0.13
H -3.6380 -0.9309 1.6067 0.12
H -2.2220 -1.1380 0.5942 0.11
H -2.3058 0.6417 2.6396 0.13
H -1.3287 0.9439 1.2065 0.10
H -2.9861 2.4178 0.2742 0.11
H -5.3557 1.4763 -0.6496 0.11
H -5.8759 0.2083 0.4471 0.11
H -4.2885 -0.9945 -0.6844 0.13
H 3.0817 0.5181 -0.9094 0.13
H 6.1146 -2.4050 -1.2415 0.13
H 4.8903 -3.4180 -2.0448 0.11
H 4.9708 -2.7765 0.9505 0.08
H 3.7879 -3.8235 0.1570 0.07
H 5.4871 -4.3032 0.2192 0.08
```

---

Record 3
Entry from the Open Molecules 2025 dataset: a molecular structure, C24H35N8O4PRbS (ωB97M-V/def2-TZVPD).

Its total charge is -1. For the largest force on an atom, the calculation gives 0.35 eV/Å. Its relative energy (zero: lowest compared OMol25 entry of this formula, charge and spin) is 11.0 kJ/mol. As for the HOMO energy: -4.46 eV.

Geometry as XYZ:
```
74
Properties=species:S:1:pos:R:3:lowdin_charge:R:1
Rb 0.0573 0.4332 -0.5681 0.80
O 4.2461 2.6129 1.3553 -0.07
C 3.3182 2.0261 0.7401 -0.56
N 2.0813 1.8141 1.1179 -0.02
C 1.8160 2.3198 2.4362 -0.22
C 0.4866 1.8544 2.9906 -0.26
C -0.0799 2.5110 4.0882 -0.05
C -1.2767 2.0641 4.6105 -0.10
C -1.8997 0.9686 4.0232 -0.09
C -1.2729 0.3793 2.9387 -0.14
N -0.1137 0.8027 2.4364 0.08
C 3.6820 1.4811 -0.6429 -0.19
C 4.8294 1.9684 -1.2679 -0.02
C 5.1627 1.5010 -2.5240 -0.08
C 4.3508 0.5483 -3.1273 -0.08
C 3.2390 0.1068 -2.4303 -0.15
N 2.9111 0.5542 -1.2164 0.04
H 1.8264 3.4217 2.4641 0.12
H 2.6005 2.0284 3.1525 0.12
H 0.4294 3.3683 4.5129 0.11
H -1.7257 2.5647 5.4612 0.10
H -2.8423 0.5875 4.3949 0.09
H -1.7208 -0.4696 2.4287 0.10
H 5.4215 2.6996 -0.7367 0.11
H 6.0436 1.8735 -3.0347 0.10
H 4.5704 0.1592 -4.1130 0.09
H 2.5653 -0.6280 -2.8623 0.09
O -2.3581 -1.7555 0.1416 -0.15
C -2.0176 -3.0742 -0.1739 -0.23
C -0.5506 -3.4190 0.0172 -0.25
C -0.1488 -4.7544 -0.0063 -0.04
C 1.1962 -5.0515 0.0978 -0.08
C 2.1079 -4.0123 0.2301 -0.07
C 1.6172 -2.7187 0.2575 -0.12
N 0.3189 -2.4289 0.1559 0.07
H -2.4040 -1.2770 -0.7317 -0.03
H -2.2608 -3.2848 -1.2240 0.12
H -2.6127 -3.7619 0.4382 0.12
H -0.8852 -5.5422 -0.1141 0.11
H 1.5335 -6.0810 0.0741 0.10
H 3.1698 -4.2006 0.3092 0.10
H 2.2825 -1.8656 0.3549 0.11
O -0.0199 -1.0879 -3.1683 -0.68
S -1.4236 -0.7027 -3.4505 0.58
N -2.4514 -0.7485 -2.4072 -0.45
C -4.9416 4.3742 -1.5714 -0.11
N -3.7502 3.5682 -1.4397 -0.31
C -3.1473 3.1739 -2.7033 -0.10
P -3.4128 2.7205 -0.0526 0.51
O -2.0237 2.2093 -0.1147 -0.40
N -3.6292 3.7027 1.2615 -0.30
C -4.8829 3.9989 1.9153 -0.13
C -2.4888 4.4281 1.7942 -0.09
N -4.6632 1.6355 0.1327 -0.29
C -4.5256 0.7274 1.2789 -0.10
C -5.1205 0.9182 -1.0636 -0.09
H -4.7290 5.2514 -2.1894 0.08
H -5.2786 4.7250 -0.5973 0.06
H -5.7677 3.8235 -2.0426 0.08
H -2.7993 4.0606 -3.2416 0.08
H -3.8652 2.6430 -3.3401 0.08
H -2.3013 2.5169 -2.5238 0.06
H -5.6860 3.4094 1.4803 0.07
H -5.1308 5.0650 1.8322 0.08
H -4.8196 3.7602 2.9838 0.08
H -1.5690 4.0543 1.3507 0.08
H -2.4262 4.2770 2.8759 0.07
H -2.5729 5.5039 1.5985 0.08
H -4.1289 1.2682 2.1376 0.06
H -3.8624 -0.1123 1.0554 0.07
H -5.5131 0.3356 1.5382 0.08
H -5.3615 1.6264 -1.8548 0.06
H -6.0389 0.3863 -0.8035 0.08
H -4.3880 0.2007 -1.4418 0.05
```